ORCA calculation (ωB97M-V/def2-TZVPD) on 2 unconnected molecules or ions with the total composition C2H2Cl6.

Output
electronic energy = -2838.5432 a.u.
ΔE to the lowest compared entry with this formula, charge and spin = 13.4 kJ/mol
maximum force = 0.55 eV/A

Cartesian coordinates (Å):
C  2.172  1.392  -0.610
Cl  2.351  3.140  -0.372
Cl  2.187  0.529  0.928
Cl  3.494  0.850  -1.673
H  1.215  1.189  -1.071
C  -2.256  -1.486  0.651
Cl  -2.571  -2.558  -0.721
Cl  -3.728  -0.671  1.188
Cl  -0.993  -0.306  0.212
H  -1.872  -2.081  1.468

Löwdin atomic charge list, values in e, 2 entries: -1.5439, 0.5147